{
  "formula": "C50H50CsN9SSeSi",
  "method": "ωB97M-V/def2-TZVPD",
  "species": ["Cs", "Se", "S", "Si", "N", "N", "N", "N", "N", "N", "N", "N", "N", "C", "C", "C", "C", "C", "C", "C", "C", "C", "C", "C", "C", "C", "C", "C", "C", "C", "C", "C", "C", "C", "C", "C", "C", "C", "C", "C", "C", "C", "C", "C", "C", "C", "C", "C", "C", "C", "C", "C", "C", "C", "C", "C", "C", "C", "C", "C", "C", "C", "C", "H", "H", "H", "H", "H", "H", "H", "H", "H", "H", "H", "H", "H", "H", "H", "H", "H", "H", "H", "H", "H", "H", "H", "H", "H", "H", "H", "H", "H", "H", "H", "H", "H", "H", "H", "H", "H", "H", "H", "H", "H", "H", "H", "H", "H", "H", "H", "H", "H", "H"],
  "xyz": [[0.1519, 0.6617, -0.5692], [0.4977, 4.3690, 1.3952], [3.1611, 1.1713, -3.0749], [0.0604, -3.0877, -1.9452], [-0.4669, 3.3475, 3.8545], [-1.2274, 0.5338, 2.3024], [-2.7634, 0.7725, 0.1523], [1.9255, -1.9583, -0.0474], [1.8426, 2.1498, -2.7070], [-2.1081, 3.9314, 2.5611], [-2.4388, 0.3799, 2.4896], [2.3304, 3.7822, -4.3373], [-0.5460, 3.2911, -2.2220], [0.1694, 5.3241, -3.2411], [2.5686, -2.7591, 2.2495], [-2.0746, -2.5877, -0.1159], [-2.8684, 4.4412, 1.4438], [-2.9134, -2.8195, 0.9693], [-1.9688, 5.2143, -2.1948], [-3.1648, 2.2662, 6.1646], [3.7901, -3.3596, 1.5608], [3.2518, -1.3728, 0.1009], [0.6663, -7.0780, -4.4252], [1.8225, -2.8832, -1.1880], [-1.0911, -4.7421, 0.1676], [0.3006, -4.7411, -2.8831], [-0.4797, -1.5978, -2.7542], [4.3345, -2.3839, 0.5000], [-5.4818, 1.1354, 0.6089], [-4.9719, 1.1664, -0.6798], [-1.9181, -4.9841, 1.2568], [5.5878, 3.5916, -6.0660], [4.3371, 4.0415, -5.6585], [-3.2693, 0.7148, 1.3774], [3.5965, 3.3178, -4.7398], [-1.8426, 2.4349, 5.7770], [0.0220, -1.1675, 5.3748], [-4.2207, 2.6876, 5.3546], [-1.0173, 5.9441, -2.8801], [-4.6174, 0.8884, 1.6617], [4.1123, 2.1357, -4.2165], [-3.9934, 3.2780, 4.1183], [-3.6088, 0.9704, -0.8555], [1.7659, 0.1785, 4.4020], [-0.8501, -0.7821, 4.3710], [1.3243, -0.6805, 5.3997], [0.3557, 3.9855, -2.9155], [-0.4078, 0.0913, 3.3817], [6.1057, 2.4227, -5.5392], [-1.1385, -3.5337, -0.5342], [-2.6740, 3.4316, 3.7302], [-0.7060, -5.7021, -3.0052], [5.3652, 1.7011, -4.6084], [-2.8309, -4.0179, 1.6653], [0.9053, 0.5504, 3.3814], [-1.6685, 3.8981, -1.8693], [-0.5312, -6.8555, -3.7606], [-0.7498, 3.8769, 2.6376], [1.6821, -6.1363, -4.3295], [-1.6227, 3.0365, 4.5514], [1.4539, -2.5389, 1.2235], [1.4953, -4.9889, -3.5697], [1.5861, 3.2324, -3.3183], [1.2327, 1.2124, 2.5870], [-2.1623, 4.7884, 0.6936], [6.1509, 4.1631, -6.7916], [5.2056, -1.8417, 0.8789], [2.0014, -0.9888, 6.1856], [2.7859, 0.5408, 4.4081], [-2.9131, 5.6520, -1.8995], [5.7614, 0.7822, -4.1923], [-6.5405, 1.2735, 0.7862], [7.0791, 2.0654, -5.8462], [-2.3700, 3.2996, -1.2981], [0.1506, -1.2259, -3.5674], [-3.3817, 1.7984, 7.1156], [4.5636, -3.6111, 2.2889], [-3.4978, 3.6518, 1.0263], [-1.6530, -5.5484, -2.4969], [0.4783, 3.1510, 4.1363], [-5.6138, 1.3164, -1.5366], [-1.8550, -5.9277, 1.7861], [-0.3101, -1.8578, 6.1393], [-1.1865, 6.9835, -3.1293], [-4.9529, 0.8095, 2.6863], [-1.0214, 2.1011, 6.3980], [2.2719, -3.8655, -0.9612], [-1.5368, -1.5611, -3.0376], [-1.8624, -1.1596, 4.3281], [2.4211, -2.4578, -2.0043], [2.6201, -6.2966, -4.8486], [-0.3877, -5.5100, -0.1408], [-3.6409, -2.0721, 1.2691], [2.1945, -3.4175, 3.0373], [-1.3327, -7.5818, -3.8311], [0.8064, -7.9756, -5.0152], [3.4916, -4.2976, 1.0846], [-2.1319, -1.6558, -0.6687], [4.6671, -2.9352, -0.3815], [2.8431, -1.8193, 2.7371], [-3.1745, 0.9509, -1.8511], [0.9981, -3.5046, 1.0099], [-3.4960, 5.2721, 1.7684], [3.1910, -0.5848, 0.8629], [0.6567, -1.9208, 1.6587], [-5.2378, 2.5468, 5.6959], [3.5222, -0.8735, -0.8321], [-4.8105, 3.5929, 3.4826], [-3.4803, -4.2055, 2.5124], [2.3039, -4.2666, -3.5173], [3.9303, 4.9626, -6.0617], [1.9504, 4.5591, -4.8450], [0.9356, 5.8998, -3.7423]],
  "forces_ev_per_a": [[0.446, -0.200, -0.038], [-0.107, -0.059, 0.004], [0.016, -0.053, -0.118], [0.059, -0.019, -0.009], [0.015, 0.016, 0.035], [-0.008, -0.050, -0.010], [-0.309, -0.003, 0.112], [0.013, 0.036, 0.025], [0.175, 0.117, 0.098], [0.015, 0.065, 0.033], [-0.036, -0.050, 0.177], [0.007, -0.002, -0.047], [-0.095, 0.066, -0.136], [0.002, 0.065, -0.011], [0.007, -0.013, -0.011], [-0.021, 0.014, 0.034], [0.005, 0.018, -0.005], [0.005, -0.026, -0.015], [0.012, 0.008, 0.050], [0.018, 0.008, -0.010], [0.001, 0.020, 0.001], [-0.010, 0.024, 0.008], [0.013, 0.009, -0.002], [-0.037, 0.024, -0.001], [-0.029, 0.008, 0.024], [0.037, 0.014, -0.080], [-0.064, 0.039, 0.070], [-0.009, -0.017, 0.004], [-0.018, 0.007, -0.022], [-0.011, 0.002, 0.015], [0.002, 0.020, -0.017], [0.002, -0.002, 0.005], [-0.006, 0.021, 0.010], [-0.083, 0.091, -0.091], [0.010, 0.016, 0.002], [-0.014, -0.010, 0.021], [0.016, 0.004, 0.009], [0.009, 0.008, -0.016], [0.000, -0.007, 0.003], [0.003, -0.043, 0.049], [-0.031, -0.009, 0.034], [-0.025, -0.009, 0.000], [0.054, 0.002, -0.028], [0.021, 0.004, 0.014], [-0.046, 0.007, -0.050], [-0.027, -0.005, -0.008], [0.005, 0.009, 0.032], [0.082, 0.004, 0.110], [-0.010, -0.003, 0.006], [-0.006, -0.015, -0.003], [-0.003, -0.001, -0.072], [-0.002, -0.004, -0.013], [0.025, 0.006, -0.005], [0.016, 0.005, -0.015], [-0.048, 0.027, -0.044], [0.018, 0.013, -0.063], [-0.018, 0.020, 0.018], [-0.047, -0.109, 0.034], [-0.014, 0.004, 0.009], [0.069, -0.016, -0.017], [-0.010, 0.010, 0.000], [-0.047, -0.056, 0.015], [-0.028, -0.041, -0.079], [-0.014, 0.020, -0.025], [0.004, 0.006, 0.009], [-0.002, -0.004, 0.002], [-0.002, 0.000, 0.004], [0.000, -0.001, 0.004], [0.002, 0.002, -0.009], [0.008, 0.000, 0.003], [0.000, 0.009, -0.002], [0.003, 0.001, 0.010], [-0.005, 0.002, -0.001], [-0.005, 0.008, -0.009], [0.008, -0.014, 0.018], [0.003, 0.002, -0.005], [0.003, -0.005, -0.007], [0.007, 0.000, -0.003], [0.009, -0.002, -0.013], [-0.006, 0.009, -0.008], [0.005, 0.001, -0.002], [-0.003, 0.003, 0.001], [-0.005, 0.001, -0.006], [0.000, -0.004, 0.003], [-0.006, -0.007, 0.003], [-0.010, 0.004, -0.004], [0.003, 0.022, 0.000], [0.030, -0.051, -0.043], [0.007, 0.002, 0.008], [-0.002, 0.000, 0.000], [-0.003, 0.001, 0.003], [-0.001, 0.012, 0.006], [0.003, 0.000, 0.002], [0.001, 0.003, 0.000], [0.004, 0.002, -0.003], [0.000, 0.002, 0.003], [-0.001, 0.003, -0.004], [-0.016, 0.002, 0.042], [0.007, 0.001, 0.004], [0.005, 0.003, 0.005], [0.016, 0.014, 0.012], [-0.014, -0.005, -0.005], [-0.005, 0.001, -0.001], [0.007, 0.000, -0.009], [0.011, 0.002, -0.002], [0.006, 0.002, -0.004], [-0.010, -0.001, -0.008], [0.002, 0.000, 0.005], [0.002, 0.001, -0.002], [0.004, -0.001, -0.007], [0.007, -0.007, 0.004], [-0.027, -0.014, 0.000], [0.013, -0.030, 0.002]],
  "molar_mass_g_mol": 1049.03,
  "total_charge": 0,
  "e_above_lowest_kj_mol": 24.07,
  "homo_ev": -5.12,
  "lumo_ev": -1.01,
  "gap_ha": 0.151,
  "multiplicity": 1
}



{
  "formula": "C50H51NOP2RhSSi",
  "method": "ωB97M-V/def2-TZVPD",
  "species": ["Rh", "S", "P", "P", "Si", "O", "N", "C", "C", "C", "C", "C", "C", "C", "C", "C", "C", "C", "C", "C", "C", "C", "C", "C", "C", "C", "C", "C", "C", "C", "C", "C", "C", "C", "C", "C", "C", "C", "C", "C", "C", "C", "C", "C", "C", "C", "C", "C", "C", "C", "C", "C", "C", "C", "C", "C", "C", "H", "H", "H", "H", "H", "H", "H", "H", "H", "H", "H", "H", "H", "H", "H", "H", "H", "H", "H", "H", "H", "H", "H", "H", "H", "H", "H", "H", "H", "H", "H", "H", "H", "H", "H", "H", "H", "H", "H", "H", "H", "H", "H", "H", "H", "H", "H", "H", "H", "H", "H"],
  "xyz": [[0.2136, -0.7275, -0.4334], [-1.8724, -2.8874, 1.5044], [-1.4115, 0.2077, -2.0705], [2.2741, -0.8800, 0.8905], [0.3653, 1.6645, -0.0153], [-1.3871, -1.5314, 1.0907], [3.6860, -0.8492, -3.3867], [4.7687, -0.3224, -0.3073], [5.0137, -2.9000, -1.3092], [1.5341, -2.1317, 3.2090], [2.6416, 0.7789, 1.5445], [4.4099, -1.5469, -4.4186], [3.8902, -3.5033, 3.6396], [-3.3516, -3.1742, 3.7471], [-4.5248, 1.4276, 0.2673], [0.7303, -2.3289, -1.7953], [2.5931, -1.9741, 2.3170], [-3.7185, -2.8382, 1.3688], [-2.8023, 1.1772, -1.3939], [-4.1788, -1.6316, -4.4372], [-3.4005, 0.7742, -0.2043], [0.7005, 2.7019, -4.5774], [3.6728, 0.9520, 2.4651], [1.5239, -4.7907, -2.7970], [-3.3954, -2.2186, -5.4224], [-0.2773, 1.4354, -2.7886], [-0.7884, 3.1554, 0.4497], [3.3521, 3.3239, 2.3789], [-1.9412, -2.7879, 3.3454], [1.5893, 2.8982, -2.3564], [1.7207, -2.3764, -2.7898], [0.1150, -3.5039, -1.3720], [2.8284, -3.6645, 4.5147], [3.7786, -2.6733, 2.5405], [-4.4376, 2.9213, -1.6097], [-0.2456, 1.7972, -4.1311], [5.9172, -0.6990, -0.9803], [4.0241, 2.2198, 2.8868], [6.0396, -1.9832, -1.4851], [3.7505, -1.2455, -0.1046], [-5.0390, 2.5084, -0.4307], [-4.2660, -2.4831, 2.7421], [0.6398, 2.0050, -1.8856], [3.8817, -2.5412, -0.6071], [1.6226, 3.2485, -3.6935], [2.2532, -1.0702, -3.3509], [1.9405, 1.8830, 1.0530], [-3.3280, 2.2558, -2.1002], [2.0860, -3.6229, -3.2865], [0.5204, -4.7404, -1.8470], [4.0260, 0.5543, -3.3717], [-2.0212, -2.0251, -5.4120], [2.3126, 3.1483, 1.4853], [-3.6009, -0.8582, -3.4514], [1.6491, -2.9698, 4.2985], [-1.4354, -1.2490, -4.4344], [-2.2209, -0.6229, -3.4582], [4.8163, -4.0287, 3.8172], [0.8254, -3.0922, 4.9855], [-5.2490, -1.7770, -4.4363], [-1.8060, 3.0073, 0.1084], [5.1080, 0.6550, -3.3003], [-1.4060, -2.4886, -6.1687], [0.6274, -1.5752, 3.0153], [3.0955, -3.2615, -0.4166], [4.1985, 0.0860, 2.8434], [4.6769, 0.6799, 0.0852], [-4.2320, -1.4019, 2.8951], [-5.0079, 1.0931, 1.1733], [-0.7102, -3.4661, -0.6639], [-2.8725, 2.5674, -3.0303], [3.9679, -1.3867, -5.4121], [2.8217, -3.7033, -4.0704], [5.1009, -3.8949, -1.7179], [0.7234, 2.9846, -5.6174], [3.6316, 4.3208, 2.6817], [5.4348, -1.1863, -4.4260], [-3.9969, -2.1363, 0.5841], [1.8475, -0.9528, -4.3760], [-4.0157, -3.8442, 1.0725], [-3.8507, -2.8338, -6.1835], [-5.9108, 3.0255, -0.0607], [-1.1736, -3.4437, 3.7502], [2.9182, -4.3252, 5.3624], [-3.4690, -4.2596, 3.6908], [3.6813, 1.0655, -4.2830], [-5.2984, -2.8127, 2.8520], [4.6154, -2.5614, 1.8665], [-0.4106, 4.0472, -0.0440], [-3.5667, -2.8626, 4.7691], [-1.7083, -1.7499, 3.5855], [-2.9623, -0.0498, 0.3398], [2.3025, 3.3236, -1.6642], [1.8620, -5.7442, -3.1718], [-0.9537, 1.3751, -4.8298], [6.9372, -2.2693, -2.0124], [-0.8150, 3.3406, 1.5181], [-4.8458, 3.7567, -2.1574], [-4.2173, -0.4120, -2.6828], [3.5690, 1.0301, -2.5088], [1.8210, -0.2671, -2.7363], [2.3582, 3.9547, -4.0456], [6.7203, 0.0140, -1.1057], [0.0527, -5.6502, -1.4933], [4.8183, 2.3542, 3.6044], [1.7758, 4.0043, 1.1085], [4.4322, -2.6123, -4.2166], [-0.3647, -1.1065, -4.4185]],
  "forces_ev_per_a": [[-0.715, -2.408, -0.006], [-0.851, -0.341, 0.849], [-1.027, 0.824, -0.287], [1.226, 0.253, 0.860], [0.489, 2.167, -0.294], [0.610, 0.902, -0.577], [0.177, -0.246, 0.681], [-0.142, -0.049, 0.108], [0.067, -0.073, 0.081], [0.077, 0.125, -0.246], [0.045, -0.049, 0.004], [-0.259, -0.057, 0.009], [0.067, -0.137, 0.172], [-0.081, 0.081, 0.028], [-0.097, 0.063, 0.052], [0.325, 0.236, -0.235], [-0.334, -0.162, 0.020], [0.259, -0.171, 0.121], [0.108, 0.017, -0.139], [-0.063, -0.197, -0.217], [0.201, -0.108, -0.183], [0.125, 0.117, 0.042], [-0.052, -0.061, 0.026], [-0.006, -0.064, 0.038], [-0.017, 0.069, 0.139], [0.114, 0.018, 0.064], [0.271, -0.871, 0.070], [0.042, 0.014, 0.005], [0.068, -0.416, -0.257], [0.005, 0.100, -0.015], [-0.140, 0.282, -0.081], [-0.354, 0.124, 0.312], [0.005, 0.037, -0.038], [-0.105, 0.278, -0.131], [-0.030, 0.092, -0.102], [-0.104, -0.084, 0.018], [0.166, -0.096, -0.083], [-0.023, 0.082, -0.020], [0.021, 0.090, 0.055], [-0.130, -0.012, -0.162], [-0.009, -0.049, 0.020], [-0.015, -0.058, 0.095], [-0.231, -0.377, 0.627], [-0.057, 0.189, 0.074], [-0.046, 0.002, -0.103], [0.047, 0.252, -0.185], [-0.657, -0.495, -0.413], [0.022, -0.105, 0.113], [0.089, 0.133, -0.037], [-0.002, -0.062, 0.054], [-0.202, -0.087, -0.227], [-0.076, -0.138, -0.178], [0.053, 0.196, -0.017], [0.336, 0.325, 0.108], [-0.037, -0.090, 0.180], [-0.102, 0.319, 0.319], [0.034, -0.608, -0.084], [0.084, -0.069, 0.000], [-0.094, 0.029, 0.096], [-0.082, -0.046, -0.011], [-0.124, -0.046, -0.061], [0.000, 0.088, 0.007], [0.061, -0.044, -0.063], [-0.185, 0.010, 0.083], [-0.019, -0.099, -0.111], [0.068, -0.016, 0.067], [0.036, 0.067, -0.029], [-0.026, -0.009, -0.004], [-0.002, 0.007, 0.131], [0.170, -0.032, -0.071], [0.035, 0.052, -0.055], [0.024, 0.020, -0.190], [0.052, 0.035, -0.080], [0.028, -0.146, 0.001], [-0.009, 0.032, -0.152], [0.045, 0.104, 0.092], [0.106, -0.045, -0.071], [0.215, -0.042, -0.101], [-0.157, 0.068, 0.026], [-0.011, -0.026, -0.046], [-0.042, -0.022, -0.077], [-0.085, 0.053, 0.032], [0.044, 0.033, -0.010], [0.028, -0.070, 0.097], [-0.074, 0.034, 0.040], [0.002, 0.189, -0.041], [-0.039, 0.069, -0.061], [0.029, -0.017, -0.025], [0.204, 0.095, -0.126], [0.044, -0.059, 0.022], [0.003, 0.035, -0.140], [0.012, -0.071, 0.119], [0.114, 0.112, 0.041], [0.005, -0.105, -0.107], [-0.053, -0.055, -0.052], [0.079, -0.043, -0.064], [0.040, -0.041, 0.230], [-0.034, 0.104, -0.045], [-0.057, -0.003, -0.027], [0.002, 0.129, 0.061], [0.087, -0.157, -0.240], [0.103, 0.063, -0.086], [0.041, 0.033, -0.034], [-0.024, 0.026, 0.022], [0.099, -0.008, 0.067], [-0.053, 0.231, 0.031], [0.110, -0.127, -0.052], [0.112, -0.035, -0.058]],
  "molar_mass_g_mol": 906.97,
  "total_charge": 1,
  "homo_ev": [-7.72, -10.15],
  "lumo_ev": [-1.64, -4.69],
  "gap_ha": [0.223, 0.201],
  "multiplicity": 5
}